A structure of composition C29H42ClGaN3O2Si. Source: OMol25; level of theory: ωB97M-V/def2-TZVPD.

Geometry as ORCA input:
```
! RIJCOSX wB97M-V def2-TZVPD def2/J DEFGRID3
* xyz -1 1
Ga 0.6077 0.9311 0.5743
Cl 0.5318 -0.6673 2.1395
N 2.1991 0.1327 -0.6529
N -1.2668 1.8958 0.9206
C 3.3397 -0.0187 -0.0360
C -1.3846 2.6688 1.9661
C 2.2181 -0.6495 -1.9027
C 3.4240 -1.5539 -1.6756
C 2.3868 0.2667 -3.1081
C 0.9464 -1.4324 -2.0686
H 3.0613 1.0914 -2.8614
H 1.4116 0.6670 -3.3997
H 2.7827 -0.3198 -3.9465
H 0.9075 -2.1908 -1.2989
H 0.9117 -1.9191 -3.0562
H 0.0788 -0.7980 -1.9199
C -2.6129 1.5518 0.4200
C -3.4637 2.6153 1.0916
C -3.0161 0.1856 0.9252
C -2.6498 1.6215 -1.0940
H -2.2759 2.5946 -1.4143
H -3.6783 1.4949 -1.4480
H -2.0323 0.8341 -1.5305
H -2.9980 0.1663 2.0208
H -2.3311 -0.5597 0.5117
H -4.0486 -0.0204 0.6223
O -2.6103 3.1099 2.2029
H -4.3845 2.2577 1.5522
H -3.6937 3.4567 0.4283
O 4.1759 -0.8830 -0.5931
H 4.0882 -1.6983 -2.5304
H 3.1425 -2.5342 -1.2753
C 3.7687 0.7297 1.1976
C -0.2654 3.0995 2.8748
C 0.9946 3.1930 2.0840
H -0.1955 2.3543 3.6818
H -0.5647 4.0469 3.3279
C 1.8288 2.0542 2.0390
C 3.0124 2.0157 1.2664
H 1.6828 1.2891 2.8023
C 3.4284 3.1741 0.6305
C 2.6313 4.3156 0.7593
C 4.6796 3.1890 -0.2038
C 1.4126 4.3460 1.4428
H 2.9862 5.2334 0.3100
C 0.5550 5.5788 1.4575
H 1.1144 6.3982 1.0046
H 0.2746 5.8639 2.4793
H -0.3695 5.4254 0.8856
H 5.5370 2.7687 0.3366
H 4.9066 4.2219 -0.4714
H 4.5514 2.6123 -1.1289
H 4.8510 0.8800 1.1364
H 3.5669 0.0759 2.0585
C -2.3425 -1.2373 -3.0345
Si -2.2007 -2.5147 -1.6499
C -3.8854 -2.7770 -0.9178
C -1.3939 -4.0475 -2.2977
N -1.0961 -2.1713 -0.2880
C -0.8720 -3.0106 0.7136
C -1.8400 -3.1860 1.7522
C -1.9497 -4.3860 2.4272
C -0.9403 -5.3610 2.2490
C 0.1804 -5.0925 1.4352
C 0.2564 -3.8853 0.7564
H -2.8129 -1.8853 -3.8002
H -1.4077 -0.8316 -3.4613
H -3.0388 -0.4060 -2.8372
H -4.4427 -3.2040 -1.7674
H -3.8068 -3.4993 -0.0945
H -4.3762 -1.8729 -0.5368
H -0.3794 -3.8477 -2.6642
H -1.3074 -4.7600 -1.4680
H -2.0764 -4.4036 -3.0792
H -2.6183 -2.4148 1.8151
H -2.8363 -4.6029 3.0487
H -1.0037 -6.3217 2.7622
H 0.9712 -5.8368 1.3053
H 1.0646 -3.6063 0.0976
*
```

**E_tot**: -112096.67513 eV
**M**: 597.936 g mol⁻¹
**E_HOMO (alpha / beta)**: -1.8623 / -2.3974 eV
**Relative energy (zero: lowest compared OMol25 entry of this formula, charge and spin)**: 1.636 eV